54
Properties=species:S:1:pos:R:3:lowdin_charge:R:1 method="wB97M-V/def2-TZVPD" relative_energy_kcal_mol=49.86 e_lumo_ev=0.480 orbital_gap_ha=0.21303
C -2.805 0.206 -4.342 -0.085
C -2.633 -1.031 -3.720 -0.055
C -1.922 -1.113 -2.528 -0.284
C -1.380 0.074 -2.003 -0.266
C -1.574 1.333 -2.610 -0.327
C -2.294 1.384 -3.798 -0.060
C -1.692 -2.419 -1.786 -0.147
C -0.237 -2.934 -1.627 -0.181
N 0.836 -1.915 -1.414 -0.381
Hg -0.162 -0.045 -0.328 0.965
C -0.870 2.545 -2.008 -0.315
P 0.789 2.027 -1.475 0.786
H -3.014 -1.956 -4.139 0.104
H -2.397 2.349 -4.287 0.106
H -3.348 0.250 -5.268 0.092
H -1.373 2.904 -1.095 0.092
H -0.765 3.357 -2.729 0.084
H -2.141 -2.373 -0.780 0.113
H -2.211 -3.203 -2.345 0.107
H -0.203 -3.594 -0.744 0.116
C 1.525 3.292 -0.376 -0.263
C 1.798 2.004 -3.014 -0.260
H 0.078 -3.492 -2.525 0.119
C 1.384 -1.415 -2.695 -0.096
C 1.914 -2.460 -0.570 -0.105
H -0.653 1.086 0.850 0.031
H 1.875 -2.263 -3.203 0.092
H 0.570 -1.009 -3.320 0.085
H 2.123 -0.618 -2.500 0.066
H 2.482 -3.197 -1.155 0.087
H 2.595 -1.650 -0.236 0.086
H 1.477 -2.927 0.328 0.091
H 1.809 3.039 -3.375 0.040
H 2.815 1.659 -2.778 0.043
H 1.327 1.337 -3.749 0.040
H 1.670 4.192 -0.984 0.037
H 0.824 3.457 0.455 0.044
H 2.483 2.901 -0.001 0.047
H 1.135 -0.028 1.233 -0.011
C -1.526 0.879 5.487 -0.220
Si -0.004 0.006 4.853 0.345
C 1.496 0.874 5.474 -0.217
C 0.009 -1.750 5.497 -0.210
C -0.025 -0.020 3.000 -0.186
C 0.193 0.223 1.761 -0.435
H -1.552 0.896 6.597 0.028
H -2.442 0.374 5.130 0.029
H -1.552 1.922 5.127 0.027
H 1.546 0.900 6.602 0.044
H 2.436 0.368 5.127 0.039
H 1.552 1.926 5.125 0.031
H -0.885 -2.296 5.132 0.031
H 0.907 -2.282 5.133 0.027
H 0.008 -1.775 6.601 0.029